The following is a DFT calculation (ωB97M-V/def2-TZVPD) of an isolated molecule of C21H17F2NO2.

Values from the calculation:
LUMO = 0.3619 eV
Gap between HOMO and LUMO = 0.3324 Eh

XYZ file:
```
43
Properties=species:S:1:pos:R:3:forces:R:3
F 0.807 -2.109 -0.163 -0.1 0.0 -0.2
F -1.044 -5.032 -3.330 0.0 0.1 0.0
O -0.368 2.360 3.100 0.0 0.1 0.0
O -0.590 0.885 -2.963 0.1 0.1 0.0
N -0.890 -0.059 -0.928 0.0 -0.2 -0.1
C -1.895 -2.843 -3.169 0.0 -0.1 0.0
C 2.244 1.227 -0.770 0.0 0.0 0.0
C -0.103 -3.598 -1.729 -0.1 -0.1 -0.1
C 3.584 0.882 -0.707 0.1 -0.1 0.0
C -0.085 -2.349 -1.142 -0.2 0.2 -0.2
C -0.756 1.360 2.531 -0.3 -0.4 0.2
C -1.866 -1.604 -2.556 0.2 -0.2 0.2
C 3.726 1.810 1.492 0.0 0.0 0.0
C -0.967 -1.340 -1.529 0.1 -0.4 -0.1
C 4.328 1.169 0.422 0.1 -0.1 0.0
C -1.041 0.071 0.450 -0.1 0.3 0.6
C -0.639 1.022 -1.763 0.0 0.4 -0.2
C -0.582 1.163 1.092 0.0 0.3 -0.5
C -0.490 2.347 -1.061 0.2 0.1 0.1
C -1.775 -1.028 1.158 -0.2 0.0 0.1
C 2.390 2.156 1.429 0.0 0.0 0.1
C 0.159 2.226 0.314 -0.1 -0.1 0.0
C -1.435 0.230 3.276 -0.2 0.1 0.2
C -2.462 -0.478 2.404 0.2 -0.1 0.0
C -1.016 -3.823 -2.745 0.1 0.3 0.2
C 1.631 1.868 0.298 0.0 0.1 0.0
H 0.587 -4.365 -1.415 0.1 -0.1 0.0
H -2.537 -0.826 -2.880 0.0 0.1 0.0
H -0.652 -0.475 3.573 0.0 0.0 0.0
H 0.050 3.173 0.852 0.0 -0.1 -0.1
H -2.505 -1.484 0.484 0.1 0.0 0.0
H -1.066 -1.805 1.459 0.0 -0.1 -0.1
H 4.044 0.385 -1.549 0.0 0.0 -0.1
H 4.299 2.042 2.377 0.0 0.0 0.1
H -1.497 2.763 -0.948 0.0 0.0 0.0
H -1.886 0.631 4.185 0.1 0.0 0.0
H 5.373 0.897 0.468 0.1 0.0 0.0
H 0.074 3.015 -1.714 -0.1 -0.1 -0.1
H 1.694 0.998 -1.669 0.0 0.0 -0.1
H 1.920 2.652 2.266 -0.1 0.1 0.1
H -2.933 -1.291 2.958 0.0 0.0 0.0
H -2.587 -3.053 -3.968 -0.1 0.0 -0.1
H -3.243 0.229 2.112 0.0 0.0 0.0
```
Forces are in eV/Å.

***

The following is a DFT calculation (ωB97M-V/def2-TZVPD) of an isolated molecule of C5H8OS.

Values from the calculation:
LUMO = 0.7584 eV
Gap between HOMO and LUMO = 0.3389 Eh
Energy above the lowest of the compared OMol25 structures with the same formula, charge and spin = 2.658 eV

XYZ file:
```
15
Properties=species:S:1:pos:R:3:forces:R:3
S -1.839 -0.724 -0.578 -0.5 -2.6 -1.5
O 1.963 0.011 -0.781 1.8 1.1 4.1
C -0.145 1.274 -0.210 1.8 -1.9 2.7
C -0.108 -1.263 -0.548 -1.8 -0.2 -5.7
C 0.455 -1.303 0.721 2.5 -0.2 4.0
C 0.690 -0.079 -0.206 -1.3 1.5 0.4
C -1.550 0.793 0.165 -0.6 3.5 -0.3
H -1.587 0.715 1.306 -0.4 0.6 -1.6
H -0.182 -1.392 1.711 1.5 0.3 -2.2
H 2.488 0.301 0.111 -1.1 -0.9 -3.6
H 1.455 -1.803 0.640 -1.0 0.0 1.1
H 0.304 -1.786 -1.504 -1.1 0.4 2.0
H 0.185 1.816 -1.078 -0.9 0.0 -0.9
H -2.289 1.524 -0.392 0.9 -1.2 2.0
H 0.163 1.915 0.642 0.2 -0.2 -0.4
```
Forces are in eV/Å.